DFT (ωB97M-V/def2-TZVPD) results for 12 unconnected molecules or ions with the total composition C48H127N7O22.

Total charge = 0
Maximum force = 2.91 eV Å⁻¹
Energy relative to the best compared isomer or geometry (same formula, charge and spin) = 0.00 kJ/mol
E_HOMO = -8.47 eV
Lowest unoccupied orbital energy = 0.59 eV
SMILES = COC[C@H](C)N.COC[C@H](C)N.COCCNCCOC.COCCNCCOC.COCCNCCOC.COCCNCCOC.COCCNCCOC.OCCO.OCCO.OCCO.OCCO.OCCO
Frontier orbital gap = 9.06 eV

The geometry in XYZ format:
```
204
Properties=species:S:1:pos:R:3:forces:R:3:mulliken_charge:R:1
C -2.795753 0.568932 -2.463682 -1.0 0.3 1.6 0.7546
C -2.539446 -0.412633 -3.565976 1.0 0.5 0.3 0.7695
O -3.524304 -0.151585 -4.525311 -0.6 -0.5 -0.7 -0.5789
O -4.203374 0.648424 -2.073807 1.1 -0.3 -0.7 -0.5958
H -2.495720 1.542792 -2.798215 0.1 0.7 -0.4 -0.0774
H -2.201586 0.396529 -1.552209 -0.3 -0.3 -0.4 -0.5656
H -2.464580 -1.448612 -3.251498 -0.5 -0.3 0.1 -0.2617
H -1.560140 -0.163616 -3.981105 0.3 0.0 0.0 -0.1155
H -3.683789 -0.972404 -4.994819 -0.2 0.1 -0.3 0.3792
H -4.656083 0.722031 -2.932215 0.0 -0.1 0.4 0.4315
C 3.597904 0.760640 -1.927452 1.4 1.5 0.7 0.4794
C 4.549030 0.352170 -0.778101 -0.5 -1.0 -0.1 0.5536
O 4.338310 -1.058044 -0.531922 0.3 0.5 -0.4 -0.6828
O 3.642964 2.254178 -2.209733 0.4 -2.2 0.8 -0.6877
H 2.614363 0.483133 -1.657415 -1.1 -0.2 0.0 -0.5749
H 3.945334 0.212328 -2.799214 -0.2 0.3 -0.3 0.5557
H 4.352450 0.822752 0.182841 0.0 0.7 -0.5 -0.9415
H 5.568374 0.572470 -1.108086 0.1 -0.2 0.2 0.4174
H 4.323214 -1.231844 0.443688 -0.2 0.5 -0.5 0.0086
H 3.788077 2.684953 -1.356088 -0.1 0.0 -0.1 0.2010
C -0.701473 5.024851 -6.017719 0.2 0.4 0.6 -0.8027
C -0.988606 4.599849 -4.538956 -0.3 0.4 -1.2 0.0955
O 0.140152 4.707747 -3.725823 -0.4 0.3 0.5 -0.2438
O 0.036335 3.980545 -6.691194 -0.2 0.6 0.3 -0.4594
H -0.095776 5.958351 -6.009001 -0.3 -0.5 0.1 0.3621
H -1.627589 5.248350 -6.566353 0.0 -0.2 0.2 0.3923
H -1.384683 3.568969 -4.596498 0.0 0.1 0.2 -0.1050
H -1.764120 5.247163 -4.069583 0.4 -0.4 -0.6 0.3362
H 0.907176 4.285767 -4.132290 0.5 -0.4 -0.2 0.2111
H 0.486955 4.402036 -7.435595 -0.1 -0.3 0.2 0.2909
C 2.558829 2.359041 -5.219328 -0.4 1.2 0.5 -0.8721
C 1.401050 1.418804 -5.002084 1.4 -1.2 0.2 0.9915
O 1.520121 0.452518 -6.057832 0.7 1.3 0.1 -0.6641
O 2.455103 3.448056 -4.264162 0.1 -0.2 -1.0 -0.5921
H 2.510468 2.823686 -6.210150 0.1 -0.2 0.2 0.3631
H 3.489718 1.804176 -5.100767 0.1 0.1 0.0 0.3859
H 0.468998 1.952433 -4.959681 -0.6 0.2 -0.4 -0.1000
H 1.609398 0.957188 -4.013336 -0.5 -0.1 -0.3 -0.2512
H 0.859500 -0.210110 -6.013389 -1.0 -0.8 0.3 0.3479
H 2.801282 3.162999 -3.404634 0.1 -0.3 -0.1 0.5084
C -2.366818 1.198112 3.914191 1.5 -1.0 -0.7 -1.2943
C -2.547701 1.823152 2.560786 -0.6 0.4 0.1 0.1203
O -1.460494 2.705045 2.229304 0.2 -0.5 0.7 -0.1746
O -1.281730 0.266901 3.776627 0.5 1.2 0.1 -0.1226
H -3.214527 0.660396 4.276104 -0.9 -0.1 0.1 0.3634
H -2.087350 1.966816 4.629273 0.0 0.2 0.2 0.2112
H -3.502518 2.359107 2.629737 0.3 0.6 -0.4 0.5981
H -2.679093 1.073550 1.771123 0.2 -0.1 0.2 -0.1057
H -0.662954 2.435104 2.747175 -0.9 0.2 -0.6 0.0844
H -1.476543 -0.630510 4.044796 -0.4 -0.7 0.4 0.0103
C 2.530113 4.644685 0.400456 0.6 1.1 -0.1 -0.9898
C 1.492533 5.700272 0.795889 -1.0 1.0 -1.0 -0.2439
C 1.091471 6.522661 -0.486978 -0.4 -0.6 0.7 -0.2093
O 0.112975 7.528158 -0.154563 0.8 -0.8 -0.4 -0.4513
C -0.375507 8.134964 -1.352644 -0.9 -1.2 1.0 -0.3679
N 0.397951 5.142395 1.589931 -0.7 -1.2 -0.4 -0.2533
H 3.172827 5.094182 -0.403592 -0.6 -0.6 0.4 0.6035
H 2.028417 3.739658 0.042535 0.3 0.0 0.1 -0.0825
H 3.235795 4.493914 1.236606 -0.5 -0.5 -0.2 0.3454
H 1.956204 6.462019 1.392658 0.4 0.2 0.7 0.3752
H 0.686501 5.818249 -1.245652 0.1 0.4 0.1 -0.0782
H 2.021889 6.981395 -0.882928 -0.4 -0.1 0.0 0.4359
H -1.321507 8.613723 -1.115779 0.0 0.1 0.2 -0.0977
H -0.573143 7.333005 -2.065092 0.0 0.2 -0.4 0.0951
H 0.316719 8.846916 -1.718886 0.8 0.7 -0.6 0.4523
H -0.148416 4.407291 1.093325 0.8 0.6 0.3 -0.1208
H -0.330795 5.780544 1.915967 0.8 0.3 -0.3 0.3895
C -0.719325 -1.357096 0.236999 0.3 0.4 1.7 -0.9990
C 0.553960 -0.583086 0.575370 0.7 0.0 -0.1 0.7493
C 0.418558 0.826403 -0.007526 1.0 -0.1 0.8 -0.2288
O 0.329982 0.821302 -1.398986 -0.1 0.6 -0.5 -0.4511
C 0.009673 2.137175 -1.843721 -0.6 -0.4 -0.1 0.5798
N 0.854376 -0.570214 2.023023 -0.3 0.5 -0.3 1.7129
H -1.534664 -0.893600 0.814649 -0.1 -0.2 -0.2 -0.3293
H -0.661639 -2.406159 0.501905 0.0 -0.1 0.2 0.0257
H -0.918585 -1.282704 -0.799659 -0.3 0.2 -1.1 0.2672
H 1.421922 -1.071523 0.114402 -0.1 0.1 -0.3 0.4670
H 1.299564 1.422736 0.283832 0.1 0.0 0.1 -0.2779
H -0.428414 1.342603 0.434674 -0.5 0.0 0.2 0.8344
H -0.909476 2.458064 -1.341436 0.2 0.3 0.0 0.1746
H -0.180922 2.102147 -2.892158 -0.3 -0.3 -0.8 -0.7094
H 0.781729 2.897714 -1.788759 0.5 -0.1 0.7 0.0582
H 1.714958 -0.041215 2.273725 -0.9 -0.5 -0.5 -1.0694
H 0.065329 -0.122101 2.507074 0.4 -0.1 0.0 -0.5593
C 4.357817 -4.358599 5.161735 1.1 -0.1 0.2 -0.9404
O 4.444373 -3.667407 3.954818 -1.2 0.3 -1.1 0.0803
C 5.604307 -2.996204 3.556621 0.4 -1.2 0.4 -0.8843
C 5.367980 -2.398464 2.200559 1.0 0.0 -0.5 -0.7072
N 4.416152 -1.318361 2.297756 -0.6 0.5 -0.7 2.0723
C 5.000468 -0.098293 2.784564 0.4 0.9 0.8 -1.5322
C 4.129350 1.126398 2.701456 0.1 -0.8 -0.9 0.5094
O 3.051774 0.901989 3.563919 -0.1 0.4 0.0 -0.2206
C 2.271034 2.059350 3.788246 -0.7 -0.4 0.2 -0.6397
H 4.417827 -3.668924 6.013440 0.0 -0.2 0.0 0.2434
H 5.153022 -5.132519 5.215533 -0.2 0.3 0.2 0.3418
H 3.402218 -4.868795 5.148842 -0.2 0.0 0.2 0.2443
H 6.437534 -3.709245 3.524211 0.2 0.1 0.1 0.5016
H 5.849550 -2.189621 4.249856 0.1 0.1 0.2 0.3629
H 5.086137 -3.089528 1.386521 -0.2 -0.2 0.8 0.2447
H 6.356616 -2.013767 1.842773 -0.8 0.1 0.3 0.4341
H 3.573249 -1.592386 2.819829 0.5 0.1 -0.3 -0.8397
H 5.953748 0.119447 2.285724 -0.2 -0.3 -0.2 0.5732
H 5.218560 -0.072288 3.858057 0.4 -0.7 0.1 0.3448
H 3.761074 1.236394 1.683476 -0.3 0.4 0.0 -0.7839
H 4.771737 1.974790 2.942172 -0.3 0.4 0.3 0.5926
H 2.751042 2.675759 4.550327 0.0 0.3 -0.2 0.3029
H 1.304907 1.705109 4.200929 0.4 0.2 -0.3 0.0055
H 2.108962 2.593004 2.840403 0.0 0.2 0.3 0.2028
C -0.093620 -10.486604 -0.853231 -0.2 0.3 0.0 -0.7411
O 1.053301 -9.636742 -0.727025 -0.6 -0.7 -0.2 -0.3007
C 1.829106 -10.006530 0.408529 0.1 -0.6 -0.5 -0.3954
C 3.080278 -9.173947 0.387910 1.0 -0.4 0.1 -0.9568
N 2.877916 -7.752654 0.410356 -0.4 0.0 1.1 -0.2040
C 2.248768 -7.287713 1.646441 1.1 0.9 0.4 -0.9389
C 2.618330 -5.794687 1.755541 -1.1 0.0 -0.1 0.2604
O 1.728907 -5.113518 0.863581 -0.2 0.3 0.7 -0.4039
C 1.778199 -3.688188 0.902509 0.9 -0.8 -2.2 -0.4937
H -0.945501 -10.079410 -0.282578 0.3 -0.2 0.1 0.2693
H 0.149179 -11.500287 -0.529658 -0.1 0.0 0.3 0.3253
H -0.459917 -10.612289 -1.880290 0.6 0.6 0.0 0.2391
H 2.018504 -11.100636 0.372877 0.3 0.5 0.0 0.4486
H 1.300560 -9.826865 1.323339 -0.7 0.2 0.7 0.3710
H 3.593014 -9.361514 -0.542812 0.4 -0.4 -0.3 0.3568
H 3.774798 -9.434236 1.225173 -0.6 0.0 -0.6 0.3949
H 2.227510 -7.515737 -0.302476 -0.3 0.3 -1.1 0.2177
H 2.699057 -7.822977 2.490696 0.0 0.0 0.0 0.5049
H 1.168361 -7.437097 1.701679 -0.1 0.1 -0.1 0.2372
H 3.655164 -5.714701 1.399407 -0.1 0.3 0.3 0.1671
H 2.467895 -5.363166 2.759074 0.3 -0.3 -0.1 -0.1261
H 1.662605 -3.141755 1.808313 -0.3 -0.2 1.3 0.2266
H 1.026656 -3.359982 0.194969 -0.2 0.0 0.0 0.1536
H 2.719706 -3.365875 0.448963 0.3 0.1 0.1 0.3796
C -4.988958 -7.625811 -4.857121 0.0 -1.4 0.9 -0.7970
O -4.076990 -6.580032 -4.957916 -1.4 0.8 -0.4 -0.2814
C -2.754901 -6.983785 -4.947710 0.4 -0.1 0.0 -0.4395
C -1.873176 -5.703708 -4.987277 -0.8 -0.6 -2.1 -0.8165
N -2.116171 -4.687069 -4.027763 -0.5 0.3 1.0 -0.1623
C -1.837297 -5.190724 -2.713623 0.2 0.8 1.5 -1.0513
C -2.035641 -4.174314 -1.566785 0.8 -1.0 -0.2 0.3398
O -3.396952 -4.192928 -1.210635 -0.1 0.7 -0.3 -0.4517
C -3.907560 -3.027001 -0.579517 -0.4 -0.4 0.1 -0.0316
H -4.952020 -8.153933 -3.873447 0.3 0.4 -0.3 0.3047
H -4.869415 -8.441305 -5.589400 0.2 0.4 -0.2 0.2994
H -5.991516 -7.265192 -4.918912 -0.6 0.6 -0.3 0.2821
H -2.586532 -7.642648 -5.825083 0.4 0.3 0.3 0.4419
H -2.658182 -7.587019 -4.043787 0.7 -0.1 0.2 0.2978
H -1.996248 -5.267070 -6.018228 0.2 -0.4 0.9 0.3448
H -0.850890 -5.978298 -4.834557 0.8 -0.4 -0.3 0.3983
H -3.078059 -4.404839 -3.996613 -0.6 0.1 -0.5 0.2913
H -0.829160 -5.581228 -2.705537 0.5 0.1 0.1 0.5877
H -2.453478 -6.014574 -2.355775 -0.4 -0.4 -0.4 0.2491
H -1.669028 -3.159261 -1.780762 -0.1 -0.3 -0.1 -0.3242
H -1.445792 -4.625274 -0.753580 0.0 0.5 0.2 0.1925
H -3.747214 -2.063137 -1.103407 0.1 -0.6 -0.1 0.1540
H -3.552875 -2.905133 0.456622 0.1 -0.1 -0.2 -0.2944
H -4.967980 -3.277204 -0.553994 -0.1 0.6 0.2 0.4139
C -4.405862 12.250631 -1.390507 -1.0 0.0 -0.4 -0.7594
O -4.866943 10.891229 -1.335123 0.2 1.5 0.5 -0.3338
C -4.022354 9.911441 -1.913122 -0.2 0.5 0.0 -0.6742
C -4.386659 8.599304 -1.224422 0.7 0.4 -1.1 -0.2826
N -3.814800 8.725527 0.111634 0.1 -0.9 -0.1 -0.1377
C -3.908899 7.543972 0.957069 -0.6 -0.3 0.4 -1.4661
C -2.992402 6.337840 0.605264 -0.6 1.0 1.1 0.6508
O -3.444132 5.696375 -0.563693 1.1 -1.1 0.3 -0.5023
C -2.740347 4.428762 -0.814597 -1.8 1.2 -0.6 0.1795
H -4.431949 12.735524 -2.383908 0.4 -0.8 -0.2 0.2998
H -3.419420 12.366738 -0.956567 0.2 0.0 0.2 0.3138
H -5.143460 12.886743 -0.884816 0.2 -0.5 0.5 0.2480
H -2.953066 10.083359 -1.685681 -0.4 0.2 -0.1 0.2715
H -4.170180 10.012785 -2.991468 0.1 -0.7 -0.2 0.4399
H -3.874110 7.818272 -1.816938 -0.2 0.0 0.7 0.1795
H -5.473055 8.391180 -1.289571 0.3 0.2 0.2 0.4382
H -4.222371 9.510639 0.608173 -0.1 0.0 -0.3 0.2402
H -4.958406 7.188396 1.062982 0.3 -0.2 -0.5 0.3881
H -3.720207 7.913714 1.972080 0.6 -0.4 -0.1 0.4825
H -3.025133 5.653437 1.462475 -0.3 -0.2 0.0 0.2818
H -1.951705 6.657709 0.602202 0.2 0.2 -0.7 -0.3300
H -1.774444 4.609389 -1.265859 0.4 0.1 0.0 -0.0056
H -3.417552 3.996087 -1.566379 0.5 -0.4 0.3 0.1894
H -2.657708 3.777716 0.063647 -0.1 0.3 0.0 -0.0799
C 3.516465 -0.551428 6.261024 -0.3 -1.1 -0.9 -0.5209
O 2.641446 -1.679099 6.080484 2.0 -0.2 0.7 -0.4168
C 1.569193 -1.426078 5.234405 -0.1 0.6 1.1 1.0559
C 0.828923 -2.726319 5.091032 0.9 -0.4 -0.5 -0.4570
N -0.288701 -2.533868 4.256928 -2.6 -0.1 -1.4 0.6181
C -1.213464 -3.665143 4.284708 -1.0 0.2 0.4 -1.2557
C -2.587766 -3.392875 3.582274 2.4 -0.6 -0.6 -0.0875
O -3.015091 -2.145861 4.016911 -0.4 0.3 0.0 -0.3203
C -4.310951 -1.868967 3.558001 -0.1 0.2 -0.8 -0.9144
H 4.403522 -0.894278 6.799792 -0.4 0.1 0.4 0.2700
H 2.916143 0.205739 6.747758 0.3 0.6 0.4 0.4201
H 3.894852 -0.175269 5.294592 -0.5 -0.1 0.4 -0.0283
H 1.949510 -0.934020 4.343677 -0.4 -0.3 -0.5 -0.4418
H 0.895508 -0.728420 5.776373 -0.1 0.0 -0.6 0.1367
H 0.536401 -3.048102 6.094765 -0.1 0.0 -0.1 0.4514
H 1.432444 -3.535289 4.648341 0.6 0.1 0.4 -0.1860
H -0.053089 -2.261295 3.294824 0.3 -0.2 0.5 -0.3587
H -1.542733 -3.741283 5.308669 0.1 -0.1 0.8 0.4113
H -0.763900 -4.663254 4.075606 -0.2 0.5 -0.5 0.3555
H -3.294941 -4.188117 3.820794 -0.1 -0.1 0.2 0.6804
H -2.439253 -3.387161 2.492221 -0.2 0.0 -0.1 -0.2880
H -4.424904 -1.790721 2.447040 0.4 -0.2 0.7 0.2183
H -4.571979 -0.934751 3.989144 -0.4 0.9 0.2 0.3285
H -5.023977 -2.587349 3.924527 -0.3 -0.6 0.1 0.4493
```
Forces are in eV/Å.